(1)
Density functional theory data (ωB97M-V/def2-TZVPD) for a 2-piece molecular cluster, CH7N overall in a non-equilibrium geometry.

Element x y z (Å)
N 1.994 0.005 -0.146
C -2.021 0.014 -0.007
H 1.263 0.288 0.551
H -1.895 1.044 -0.375
H 2.832 0.582 0.200
H -1.654 -0.768 -0.749
H -1.473 -0.129 0.940
H -3.097 -0.206 0.181
H 2.193 -0.927 0.317

The SMILES is C.N. Its gap between HOMO and LUMO is 11.762 eV. As for the maximum force: 3.09 eV/Å. The relative energy (zero: lowest compared OMol25 entry of this formula, charge and spin) is 26.5 kJ/mol. The HOMO energy is -10.7392 eV. The total energy is -97.0317 Ha. As for the LUMO energy: 1.02 eV.

Results of the natural (NBO) charge analysis, in e, for atoms 1 through 5: -1.0454, -0.8576, 0.3478, 0.2182, 0.3506


(2)
Density functional theory data (ωB97M-V/def2-TZVPD) for one molecule with the formula C20H18O5 in a non-equilibrium geometry.

Element x y z (Å)
O 3.432 -0.682 0.544
O 1.138 2.302 -4.578
O -1.599 -0.687 2.236
O -4.013 -2.663 2.680
O -1.059 1.124 1.647
C 1.738 0.521 1.606
C 2.293 0.127 0.326
C -2.219 -4.363 2.983
C 2.923 0.529 -2.060
C -1.326 -2.127 2.545
C -0.857 -4.702 3.224
C 2.080 0.692 -0.941
C 0.308 4.652 -4.279
C -0.148 -2.512 2.587
C 2.517 1.099 -3.172
C 0.023 3.099 -4.751
C -4.168 -1.509 2.435
C -2.373 -2.847 2.787
C 1.220 1.799 -3.466
C 0.775 -1.612 2.335
C -0.569 -0.162 1.761
C 0.189 -4.087 2.959
C 0.682 -0.246 2.018
C 0.515 2.158 -2.267
C 0.827 1.739 -0.992
H 1.216 5.117 -4.887
H -4.052 -1.069 1.453
H -0.714 -5.839 3.460
H 1.517 1.544 1.718
H -0.806 2.632 -4.312
H 2.480 0.431 2.412
H 1.041 -4.251 2.903
H 0.576 4.890 -3.215
H -5.384 -1.344 2.463
H 0.257 1.871 -0.013
H -0.296 2.633 -2.322
H -0.614 5.334 -4.502
H -3.856 -0.748 3.111
H 0.162 3.282 -5.937
H -3.082 -5.046 3.162
H 3.904 -0.053 -1.959
H 1.906 -1.984 2.328
H 3.418 0.959 -4.031

The SMILES is CCOc1ccc(C(=O)Cc2cc3cccc(OC)c3oc2=O)cc1. Its gap between HOMO and LUMO is 6.577 eV. As for the maximum force: 17.59 eV/Å. The relative energy (zero: lowest compared OMol25 entry of this formula, charge and spin) is 1721.5 kJ/mol. The HOMO energy is -8.0429 eV. The total energy is -1148.4622 Ha. As for the LUMO energy: -1.47 eV.

Results of the natural (NBO) charge analysis, in e, for atoms 1 through 5: -0.6574, -0.4337, -0.3647, -0.4415, -0.6983


(3)
Density functional theory data (ωB97M-V/def2-TZVPD) for C37H43O2SiZr as an isolated structure in a non-equilibrium geometry.

Element x y z (Å)
Zr -0.264 0.850 -0.534
Si 0.430 -1.440 3.423
O -0.538 1.414 -2.568
O -0.411 -0.274 -5.444
C -0.174 -4.202 3.496
C -0.666 0.571 -6.676
C -2.094 -2.736 3.754
C -0.840 -0.009 5.574
C -1.326 2.402 -3.305
C 4.098 -2.164 1.727
C 0.663 -1.238 -5.779
C -2.000 -0.484 0.436
C 4.311 -2.786 4.069
C -2.253 1.821 0.564
C -1.003 -5.315 3.713
C 0.551 2.345 1.208
C 2.732 -1.898 1.927
C 0.333 -0.177 4.799
C -0.076 -0.117 -7.884
C -2.509 -0.016 -0.823
C -2.524 1.732 -3.930
C 2.028 1.666 -0.443
C -0.208 2.635 -4.339
C 2.969 -2.477 4.281
C -2.911 -3.842 4.003
C 0.346 3.172 0.063
C -0.696 -2.893 3.568
C 2.174 -1.991 3.214
C -1.856 0.662 1.296
C 0.862 -1.163 -7.302
C 0.439 1.455 -3.627
C -2.700 1.400 -0.718
C 0.247 1.730 6.883
C 1.446 0.656 5.070
C -2.368 -5.138 3.980
C -1.552 3.729 -2.636
C -0.867 0.925 6.620
C 1.270 2.774 -0.943
C 1.403 1.595 6.102
C 4.886 -2.598 2.804
C 1.587 1.401 0.897
H 1.451 1.531 -3.226
H 0.472 0.611 -8.499
H 4.920 -3.170 4.896
H -2.799 2.343 -4.801
H -0.089 1.511 -6.636
H 1.471 3.318 -1.867
H -3.402 1.718 -3.263
H 2.109 -1.606 1.080
H 5.957 -2.798 2.649
H -1.773 1.030 7.222
H 2.068 0.730 1.603
H 2.272 2.228 6.293
H -1.723 -0.610 5.357
H 0.218 2.463 7.690
H -0.869 -0.554 -8.490
H -1.878 -1.527 0.733
H -3.976 -3.699 4.207
H -0.319 4.028 -0.010
H -0.582 -6.327 3.667
H 2.527 -2.603 5.274
H -1.741 0.791 -6.747
H 0.395 -2.229 -5.443
H -2.536 -1.737 3.719
H 0.086 2.469 2.184
H -3.011 -6.005 4.172
H -0.576 2.526 -5.349
H -2.111 3.725 -1.676
H -1.633 0.619 2.357
H 4.537 -2.032 0.732
H -2.334 2.842 0.932
H -2.223 0.769 -4.331
H 2.355 0.554 4.461
H 0.272 3.639 -4.136
H 1.912 -0.840 -7.497
H 0.720 -2.119 -7.835
H -0.610 4.273 -2.477
H -3.271 2.019 -1.396
H 1.572 -0.902 -5.255
H -2.115 4.357 -3.343
H -2.787 -0.623 -1.686
H 2.865 1.193 -0.958
H 0.358 0.471 -4.109
H 0.885 -4.355 3.283

Its gap between HOMO and LUMO (spin up / spin down) is 4.165 / 4.164 eV. As for the maximum force: 3.20 eV/Å. The HOMO energy (spin up / spin down) is -7.8017 / -7.8004 eV. The total energy is -1922.3502 Ha. Its net charge is +1. As for the LUMO energy (spin up / spin down): -3.64 / -3.64 eV.

Results of the Mulliken charge analysis, in e, for atoms 1 through 5: 1.0557, -0.1677, -0.1831, -0.3536, -0.4090


(4)
Density functional theory data (ωB97M-V/def2-TZVPD) for one molecule with the formula C10H19BrF3P.

Element x y z (Å)
Br -0.029 2.675 3.582
P -0.712 -0.760 0.722
F 1.953 -1.407 -3.256
F 1.784 0.203 -1.831
F 3.355 -1.255 -1.615
C -1.419 0.169 -1.867
C -2.520 -0.893 -1.914
C -0.195 0.108 2.294
C 1.175 -1.991 -1.110
C 2.059 -1.110 -1.952
C 0.974 -1.445 0.312
C 0.605 1.413 2.198
C 2.125 1.237 2.299
C -1.007 0.642 -0.459
C -2.121 1.527 0.138
H -1.081 0.231 2.914
H -3.042 -0.863 -2.871
H 2.575 1.984 2.948
H 2.584 1.347 1.313
H -2.069 1.628 1.223
H 1.696 -2.950 -1.083
H 1.779 -0.747 0.554
H 2.384 0.249 2.681
H -0.103 1.246 -0.570
H 0.232 -2.155 -1.633
H -1.753 1.060 -2.409
H 0.371 1.951 1.287
H -0.546 -0.188 -2.417
H -3.259 -0.753 -1.123
H -2.122 -1.903 -1.790
H 0.426 -0.630 2.811
H -3.106 1.127 -0.104
H 1.067 -2.277 1.015
H -2.061 2.531 -0.287

The SMILES is CC[C@@H](C)P(CCC(F)(F)F)C[C@H](C)Br. Its gap between HOMO and LUMO is 9.590 eV. As for the maximum force: 0.23 eV/Å. The HOMO energy is -8.7378 eV. The total energy is -3607.4138 Ha. As for the LUMO energy: 0.85 eV.

Results of the natural (NBO) charge analysis, in e, for atoms 1 through 5: -0.0462, 0.8120, -0.3263, -0.3356, -0.3314


(5)
Density functional theory data (ωB97M-V/def2-TZVPD) for a 2-piece molecular cluster, F2O2S overall in a non-equilibrium geometry.

Element x y z (Å)
S -0.198 -0.240 -0.063
F 1.546 0.661 1.011
F -0.399 1.171 -0.811
O -1.235 -0.432 0.870
O 0.285 -1.160 -1.007

Its gap between HOMO and LUMO (spin up / spin down) is 10.064 / 10.065 eV. As for the maximum force: 4.76 eV/Å. The relative energy (zero: lowest compared OMol25 entry of this formula, charge and spin) is 273.4 kJ/mol. The HOMO energy (spin up / spin down) is -13.3116 / -13.3122 eV. The total energy is -748.2858 Ha. As for the LUMO energy (spin up / spin down): -3.25 / -3.25 eV.

The molecule's natural (NBO) atomic charges, reported in e, are given here: 2.4660, -0.5317, -0.4188, -0.7559, -0.7595


(6)
Density functional theory data (ωB97M-V/def2-TZVPD) for an isolated ion of composition C4H5N2O3S and charge +1 in a non-equilibrium geometry.

Element x y z (Å)
S 1.035 -1.403 -2.958
O 1.876 -2.449 -2.563
O 0.925 -0.138 -1.958
O -0.271 -1.871 -0.426
N -1.473 -0.208 0.771
N 0.085 1.202 1.361
C 0.776 0.218 0.551
C -1.235 0.884 1.422
C -0.296 -0.839 0.188
C 0.434 0.521 -0.883
H -1.832 1.384 2.104
H 1.839 -0.081 0.958
H 0.581 1.969 1.738
H -2.317 -0.714 0.855
H -0.128 1.524 -1.161

Its gap between HOMO and LUMO (spin up / spin down) is 6.667 / 9.095 eV. As for the spin multiplicity: 3. As for the maximum force: 4.23 eV/Å. The HOMO energy (spin up / spin down) is -11.2773 / -14.8987 eV. The total energy is -888.4176 Ha. Its net charge is +1. As for the LUMO energy (spin up / spin down): -4.61 / -5.80 eV.

Results of the natural (NBO) charge analysis, in e, for atoms 1 through 5: 1.3418, -0.7565, -0.7386, -0.4786, -0.5302